The following is a quantum chemistry calculation of a molecular structure, C43H31F3MnN9O2S4, from the Open Molecules 2025 dataset.

Charge ... +1
E_LUMO (alpha / beta) ... -2.90 / -2.97 eV
2S+1 ... 2
Expectation value of S² ... 1.211
Relative energy (zero: lowest compared OMol25 entry of this formula, charge and spin) ... 0.0 kcal per mole
HOMO-LUMO gap (alpha / beta) ... 0.2728 / 0.2665 Eh
HOMO (alpha / beta) ... -10.3 / -10.2 eV

The geometry in XYZ format:
```
93
C43H31F3MnN9O2S4 the ωB97M-V functional and the def2-TZVPD basis
Mn 1.277 -0.548 1.056
O 0.561 4.497 5.667
C 0.666 3.642 4.844
S 0.267 3.867 3.117
C 0.669 2.237 2.645
C 1.137 1.384 3.573
S 1.556 -0.294 3.279
S 1.299 2.003 5.188
S 0.410 1.701 0.995
C -3.732 -2.021 -0.628
N -2.321 -1.600 -0.667
C -1.390 -1.626 0.282
N -0.263 -1.102 -0.192
C -0.586 -0.782 -1.478
N -1.816 -1.077 -1.803
C -4.177 -2.290 0.784
C -5.060 -1.453 1.453
C -5.425 -1.730 2.765
C -4.880 -2.811 3.437
C -3.975 -3.638 2.778
C -3.662 -3.397 1.445
C -3.268 -4.716 3.470
N -3.502 -5.319 4.577
N -2.433 -6.194 4.781
C -1.645 -6.045 3.778
O -2.109 -5.125 2.893
C -0.334 -6.624 3.489
C 0.257 -7.555 4.342
C 1.535 -8.009 4.065
C 2.235 -7.529 2.962
C 1.644 -6.609 2.110
C 2.373 -6.011 0.932
N 2.517 -4.563 1.102
C 1.707 -3.594 0.679
N 2.046 -2.451 1.260
C 3.113 -2.799 2.041
N 3.415 -4.069 1.976
C 0.354 -6.174 2.374
H -3.820 -2.910 -1.251
H -4.298 -1.217 -1.095
H -1.560 -1.978 1.285
H 0.105 -0.325 -2.169
H -5.467 -0.582 0.951
H -6.123 -1.079 3.274
H -5.131 -3.007 4.471
H -2.988 -4.068 0.925
H -0.285 -7.901 5.212
H 2.001 -8.730 4.723
H 3.248 -7.866 2.776
H 1.820 -6.162 0.004
H 3.370 -6.426 0.809
H 0.893 -3.747 -0.011
H 3.637 -2.095 2.666
H -0.118 -5.454 1.717
C -5.720 1.521 -2.114
C -5.465 0.945 -0.875
C -4.229 1.096 -0.269
C -3.218 1.834 -0.891
C -3.484 2.391 -2.143
C -4.723 2.244 -2.749
C -1.853 1.988 -0.362
C -1.380 1.748 0.867
C -2.186 1.568 2.098
C -3.165 2.523 2.387
C -3.942 2.408 3.527
C -3.744 1.348 4.403
C -2.753 0.415 4.142
C -1.972 0.531 3.001
H -6.689 1.402 -2.580
H -6.244 0.380 -0.374
H -4.056 0.629 0.693
H -2.707 2.951 -2.650
H -4.907 2.692 -3.716
H -1.130 2.292 -1.115
H -3.308 3.355 1.709
H -4.695 3.156 3.741
H -4.343 1.267 5.301
H -2.572 -0.399 4.835
H -1.167 -0.171 2.842
F 7.007 -0.310 -2.763
C 6.459 0.821 -2.307
F 6.202 1.604 -3.362
F 7.357 1.441 -1.540
C 5.185 0.532 -1.548
C 4.301 -0.418 -2.036
C 3.136 -0.648 -1.335
N 2.820 0.013 -0.215
C 3.680 0.929 0.245
C 4.875 1.218 -0.390
H 4.513 -0.975 -2.938
H 2.421 -1.388 -1.672
H 3.394 1.438 1.158
H 5.542 1.961 0.022
```

=====

The following is a quantum chemistry calculation of a molecular structure, C43H32N5O4PdSi, from the Open Molecules 2025 dataset.

Charge ... -1
E_LUMO ... 1.68 eV
Relative energy (zero: lowest compared OMol25 entry of this formula, charge and spin) ... 1.4 kcal per mole
HOMO-LUMO gap ... 0.2345 Eh
HOMO ... -4.7 eV

The geometry in XYZ format:
```
86
C43H32N5O4PdSi the ωB97M-V functional and the def2-TZVPD basis
Pd -0.357 -1.896 0.616
C -3.395 -4.255 -1.145
C -4.319 -4.408 -0.117
C -4.068 -3.841 1.120
C -2.906 -3.099 1.344
C -1.996 -2.907 0.292
C -2.240 -3.513 -0.938
C -2.590 -2.547 2.684
C -3.216 -3.040 3.868
C -2.840 -2.564 5.079
C -1.856 -1.554 5.154
C -1.409 -0.990 6.372
C -0.485 0.012 6.371
C 0.025 0.501 5.142
C -0.382 -0.035 3.956
C -1.318 -1.096 3.929
N -1.674 -1.625 2.731
H -3.577 -4.717 -2.111
H -5.229 -4.977 -0.277
H -4.797 -3.970 1.915
H -1.509 -3.412 -1.727
H -3.963 -3.819 3.795
H -3.283 -2.949 5.992
H -1.815 -1.365 7.306
H -0.149 0.441 7.307
H 0.746 1.310 5.145
H -0.018 0.342 3.010
O 1.456 -5.519 1.061
N 0.983 -4.430 0.734
O 1.028 -3.992 -0.425
O 0.421 -3.695 1.646
N 5.475 7.082 1.685
C 5.033 6.023 1.651
C 4.479 4.688 1.606
C 5.146 3.635 2.217
C 4.618 2.356 2.178
C 3.422 2.111 1.516
C 2.751 3.165 0.909
C 3.276 4.443 0.957
N 2.885 0.804 1.476
C 3.439 -0.347 2.030
C 2.557 -1.342 1.778
N 1.487 -0.839 1.070
C 1.703 0.427 0.894
H 6.083 3.821 2.725
H 5.145 1.552 2.671
H 1.810 3.006 0.403
H 2.748 5.260 0.484
H 4.378 -0.364 2.552
H 2.603 -2.381 2.063
H 1.015 1.090 0.388
O -0.980 -0.367 -0.704
Si -0.646 0.344 -2.073
C -1.947 0.096 -3.429
C -2.847 -0.973 -3.395
C -3.759 -1.184 -4.424
C -3.792 -0.321 -5.513
C -2.917 0.759 -5.561
C -2.010 0.963 -4.528
C 0.995 -0.184 -2.868
C 1.591 0.484 -3.948
C 2.797 0.057 -4.491
C 3.443 -1.054 -3.960
C 2.866 -1.744 -2.901
C 1.654 -1.316 -2.368
C -0.587 2.239 -1.862
C 0.545 3.029 -2.087
C 0.511 4.417 -1.948
C -0.665 5.045 -1.564
C -1.803 4.279 -1.323
C -1.763 2.901 -1.480
H -2.837 -1.643 -2.538
H -4.448 -2.020 -4.374
H -4.499 -0.485 -6.318
H -2.948 1.444 -6.400
H -1.345 1.822 -4.575
H 1.101 1.352 -4.384
H 3.233 0.592 -5.328
H 4.389 -1.383 -4.376
H 3.354 -2.617 -2.482
H 1.209 -1.875 -1.552
H 1.472 2.555 -2.397
H 1.402 5.006 -2.148
H -0.701 6.123 -1.461
H -2.723 4.764 -1.014
H -2.663 2.317 -1.305
```

=====

The following is a quantum chemistry calculation of a molecular structure, C43H33BBrF17NO5S, from the Open Molecules 2025 dataset.

Charge ... +1
E_LUMO ... -3.88 eV
HOMO-LUMO gap ... 0.2643 Eh
HOMO ... -11.1 eV

The geometry in XYZ format:
```
102
C43H33BBrF17NO5S the ωB97M-V functional and the def2-TZVPD basis
C 3.721 0.601 -0.250
C 4.075 1.528 -1.417
C 3.945 3.007 -1.024
Br 5.674 3.872 -0.867
S 3.048 3.978 -2.279
C 1.529 3.015 -2.587
C 0.250 3.831 -2.725
C -0.589 3.889 -1.450
F -1.104 5.125 -1.313
F 0.227 3.695 -0.381
C -1.707 2.800 -1.364
F -1.624 2.001 -2.460
F -1.494 2.011 -0.285
C -3.163 3.347 -1.333
F -3.979 2.305 -1.525
F -3.283 4.164 -2.401
C -3.528 4.123 -0.021
F -2.503 4.059 0.859
F -3.684 5.425 -0.363
C -4.864 3.709 0.663
F -5.810 3.611 -0.299
F -5.208 4.715 1.499
C -4.876 2.389 1.470
F -6.143 2.246 1.921
F -4.593 1.352 0.653
C -3.938 2.255 2.709
F -4.352 1.122 3.331
F -2.658 2.069 2.316
C -3.996 3.376 3.782
F -5.251 3.726 4.037
F -3.430 2.900 4.898
F -3.309 4.446 3.382
B 2.643 5.637 -1.378
O 2.892 6.729 -2.162
N 2.187 5.705 -0.039
C 1.222 6.788 0.178
C 3.228 5.691 1.011
H 4.624 0.258 0.236
H 3.106 1.088 0.497
H 3.208 -0.285 -0.596
H 5.113 1.364 -1.666
H 3.506 1.300 -2.309
H 3.435 3.117 -0.078
H 1.720 2.512 -3.524
H 1.452 2.239 -1.839
H 0.444 4.857 -3.018
H -0.309 3.413 -3.549
H 2.222 6.890 -2.831
H 1.688 7.633 0.671
H 0.393 6.432 0.775
H 0.793 7.134 -0.753
H 3.870 4.829 0.909
H 3.794 6.618 1.006
H 2.739 5.595 1.973
C 9.355 -2.235 2.496
C 9.995 -3.379 2.960
C 9.367 -4.609 2.872
C 8.093 -4.701 2.329
C 7.443 -3.549 1.879
C 8.083 -2.319 1.958
C 6.061 -3.617 1.328
O 5.497 -2.616 0.929
C 5.386 -4.943 1.285
C 4.079 -5.026 0.823
C 3.442 -6.253 0.765
C 4.110 -7.406 1.162
C 5.411 -7.330 1.628
C 6.051 -6.101 1.698
C 7.442 -6.037 2.228
O 8.025 -7.041 2.571
H 9.851 -1.275 2.560
H 10.985 -3.310 3.389
H 9.861 -5.504 3.226
H 7.580 -1.433 1.601
H 3.566 -4.127 0.512
H 2.422 -6.314 0.409
H 3.612 -8.364 1.111
H 5.935 -8.222 1.941
C -3.560 -0.917 -1.073
C -2.952 -2.075 -0.600
C -3.652 -3.269 -0.582
C -4.967 -3.307 -1.028
C -5.582 -2.141 -1.484
C -4.871 -0.949 -1.514
C -7.005 -2.147 -1.930
O -7.531 -1.132 -2.333
C -7.755 -3.431 -1.860
C -9.096 -3.452 -2.222
C -9.805 -4.639 -2.174
C -9.177 -5.813 -1.771
C -7.842 -5.798 -1.404
C -7.128 -4.607 -1.440
C -5.702 -4.606 -1.016
O -5.147 -5.625 -0.667
H -3.010 0.011 -1.092
H -1.931 -2.046 -0.245
H -3.187 -4.175 -0.220
H -5.352 -0.052 -1.878
H -9.577 -2.538 -2.539
H -10.850 -4.653 -2.453
H -9.733 -6.740 -1.739
H -7.350 -6.706 -1.086
```